Below is a 10-piece molecular cluster, C39H55N5O9 overall at a distorted geometry, with properties calculated with ωB97M-V with the def2-TZVPD basis set.

CARTESIAN COORDINATES (ANGSTROEM)
O1 -8.72 16.19 27.38
C1 -8.03 15.46 26.63
O2 -7.06 15.99 25.95
C2 -6.41 15.13 25.00
C3 -6.69 13.85 25.69
C4 -8.01 13.98 26.46
H1 -5.32 15.19 25.01
H2 -6.79 15.01 23.98
H3 -5.86 13.75 26.38
H4 -6.69 12.95 25.08
H5 -7.96 13.46 27.42
H6 -8.78 13.59 25.80
O3 -7.46 20.18 18.92
C5 -8.64 20.60 19.00
O4 -9.35 21.10 17.90
C6 -10.70 21.45 18.32
C7 -10.82 20.78 19.64
C8 -9.50 20.72 20.26
H7 -11.45 21.00 17.66
H8 -10.98 22.50 18.30
H9 -11.17 19.76 19.56
H10 -11.53 21.23 20.34
H11 -9.34 19.91 20.97
H12 -9.18 21.57 20.85
O5 -1.51 14.69 25.07
C9 -1.93 14.21 24.05
O6 -1.27 14.31 22.85
C10 -2.11 13.74 21.80
C11 -3.29 13.06 22.53
C12 -3.19 13.31 23.97
H13 -1.58 12.97 21.23
H14 -2.25 14.56 21.11
H15 -3.53 12.04 22.20
H16 -4.15 13.63 22.18
H17 -3.02 12.47 24.64
H18 -3.99 13.88 24.44
O7 -1.17 21.27 24.63
C13 -1.42 20.24 23.99
O8 -2.48 19.62 24.30
C14 -2.85 18.73 23.34
C15 -1.50 18.29 22.81
C16 -0.63 19.53 22.93
H19 -3.64 19.26 22.80
H20 -3.20 17.82 23.84
H21 -1.32 17.89 21.81
H22 -1.04 17.60 23.52
H23 -0.66 20.04 21.96
H24 0.43 19.43 23.17
N1 -9.42 16.19 20.76
C17 -9.30 16.73 21.99
C18 -9.42 15.72 22.95
C19 -9.64 14.55 22.22
C20 -9.66 14.85 20.85
H25 -9.58 16.68 19.89
H26 -9.06 17.78 22.10
H27 -9.42 15.76 24.03
H28 -9.75 13.59 22.70
H29 -9.78 14.12 20.06
N2 -3.67 19.72 16.94
C21 -3.50 19.15 15.75
C22 -4.63 19.31 15.04
C23 -5.64 19.81 15.91
C24 -4.96 20.12 17.11
H30 -2.91 19.77 17.61
H31 -2.51 18.81 15.47
H32 -4.60 19.03 14.00
H33 -6.64 20.03 15.57
H34 -5.19 20.40 18.12
N3 -2.29 15.08 16.59
C25 -3.57 15.51 16.80
C26 -4.10 14.87 17.85
C27 -3.17 13.81 18.22
C28 -2.01 14.02 17.42
H35 -1.64 15.43 15.90
H36 -4.08 16.19 16.13
H37 -5.03 15.08 18.34
H38 -3.34 13.22 19.11
H39 -1.02 13.60 17.45
N4 -3.09 21.87 19.57
C29 -3.28 20.62 20.04
C30 -2.24 19.80 19.69
C31 -1.40 20.54 18.96
C32 -1.86 21.82 18.90
H40 -3.71 22.67 19.60
H41 -4.17 20.29 20.56
H42 -2.24 18.75 19.95
H43 -0.52 20.13 18.50
H44 -1.60 22.75 18.41
N5 -7.27 21.58 23.33
C33 -6.07 20.89 23.32
C34 -5.14 21.73 22.67
C35 -5.79 22.83 22.23
C36 -7.18 22.76 22.63
H45 -8.06 21.36 23.92
H46 -5.92 19.98 23.88
H47 -4.08 21.51 22.73
H48 -5.34 23.67 21.72
H49 -8.02 23.44 22.66
C37 -5.79 16.97 22.35
C38 -5.11 17.13 20.93
O9 -4.06 16.61 20.78
C39 -5.82 17.78 19.78
H50 -5.19 17.63 22.98
H51 -5.64 15.92 22.61
H52 -6.85 17.21 22.35
H53 -6.87 17.86 20.04
H54 -5.83 16.98 19.05
H55 -5.20 18.56 19.33

Summary:
⟨S²⟩: 0.751
total charge: -1
spin multiplicity: 2
lowest unoccupied orbital energy (spin up / spin down): 2.081 / 2.021 eV
orbital gap (spin up / spin down): 1.81 / 7.96 eV

Results of the Löwdin charge analysis, in e, for atoms 1 through 5:
1. O 0.065
2. C -0.506
3. O 0.060
4. C -0.161
5. C -0.198

---

Below is C39H55N6O6RuSSi4 as an isolated structure at a distorted geometry, with properties calculated with ωB97M-V with the def2-TZVPD basis set.

CARTESIAN COORDINATES (ANGSTROEM)
Ru1 0.21 1.16 -0.96
N1 -1.86 1.59 -1.53
C1 -2.12 2.30 -2.80
C2 -1.27 1.75 -3.92
C3 0.20 2.13 -3.74
O1 0.96 2.16 -4.70
O2 0.54 2.43 -2.52
H1 -2.27 0.67 -1.55
H2 -2.27 2.09 -0.74
H3 -1.88 3.35 -2.63
H4 -3.18 2.24 -3.07
H5 -1.61 2.08 -4.90
H6 -1.32 0.66 -3.92
N2 -3.07 -1.05 2.15
C4 -1.82 -0.78 1.74
S1 -1.41 0.81 1.26
N3 -0.91 -1.75 1.73
C5 -1.07 -3.11 2.08
C6 -0.47 -4.06 1.26
C7 -0.58 -5.40 1.56
C8 -1.31 -5.82 2.67
C9 -1.89 -4.87 3.50
C10 -1.76 -3.51 3.22
H7 -3.75 -0.31 2.04
H8 -3.39 -2.00 2.24
H9 -0.04 -1.51 1.22
H10 0.10 -3.72 0.40
H11 -0.11 -6.13 0.91
H12 -1.41 -6.87 2.89
H13 -2.43 -5.18 4.38
H14 -2.16 -2.78 3.91
O3 2.24 0.68 -0.56
C11 2.16 -0.46 -0.02
O4 1.05 -1.01 0.17
C12 3.42 -1.18 0.33
C13 4.53 -1.06 -0.49
C14 5.70 -1.77 -0.24
C15 5.71 -2.56 0.88
O5 6.73 -3.34 1.35
C16 6.25 -3.92 2.57
O6 4.89 -3.54 2.73
C17 4.61 -2.68 1.71
C18 3.44 -2.01 1.46
H15 4.47 -0.39 -1.35
H16 6.56 -1.71 -0.89
H17 6.85 -3.55 3.40
H18 6.32 -5.01 2.50
H19 2.57 -2.12 2.09
N4 2.48 -4.36 -4.82
C19 2.60 -5.71 -5.08
C20 3.42 -6.43 -5.94
C21 3.26 -7.80 -5.94
C22 2.32 -8.43 -5.11
C23 1.50 -7.71 -4.27
C24 1.65 -6.32 -4.26
N5 0.96 -5.36 -3.53
C25 1.48 -4.22 -3.89
C26 1.06 -2.92 -3.36
C27 1.80 -1.76 -3.55
C28 1.33 -0.57 -3.03
N6 0.17 -0.48 -2.36
C29 -0.54 -1.60 -2.19
C30 -0.13 -2.83 -2.65
H20 2.98 -3.62 -5.28
H21 4.14 -5.95 -6.59
H22 3.88 -8.41 -6.59
H23 2.23 -9.51 -5.14
H24 0.77 -8.19 -3.63
H25 2.75 -1.76 -4.06
H26 1.89 0.35 -3.14
H27 -1.47 -1.50 -1.65
H28 -0.73 -3.72 -2.48
C31 -4.51 4.76 -0.45
Si1 -4.12 4.38 1.35
C32 -4.71 5.85 2.38
C33 -5.20 2.92 1.87
Si2 -1.87 4.02 1.77
Si3 -0.16 4.95 0.49
C34 0.34 6.51 1.42
C35 -0.62 5.39 -1.28
C36 1.32 3.83 0.44
Si4 -1.27 3.68 4.00
C37 -2.27 2.31 4.79
C38 -1.56 5.26 4.97
C39 0.55 3.22 4.06
H29 -5.45 5.30 -0.52
H30 -4.61 3.85 -1.05
H31 -3.74 5.38 -0.92
H32 -5.77 6.04 2.21
H33 -4.15 6.76 2.14
H34 -4.57 5.65 3.45
H35 -6.23 3.26 1.99
H36 -4.87 2.50 2.82
H37 -5.18 2.13 1.11
H38 -0.48 7.23 1.47
H39 1.19 7.00 0.92
H40 0.64 6.28 2.44
H41 -1.68 5.58 -1.42
H42 -0.31 4.58 -1.94
H43 -0.08 6.30 -1.57
H44 1.70 3.56 1.43
H45 2.13 4.30 -0.13
H46 1.10 2.89 -0.09
H47 -3.35 2.50 4.72
H48 -2.02 2.21 5.85
H49 -2.07 1.36 4.30
H50 -2.63 5.48 5.06
H51 -1.09 6.12 4.48
H52 -1.15 5.19 5.98
H53 0.73 2.31 3.48
H54 0.88 3.04 5.09
H55 1.17 4.01 3.64

Summary:
⟨S²⟩: 0.911
total charge: 0
spin multiplicity: 2
lowest unoccupied orbital energy (spin up / spin down): -0.444 / -0.473 eV
energy relative to the best compared isomer or geometry (same formula, charge and spin): 0.000 eV
orbital gap (spin up / spin down): 5.90 / 6.59 eV

Results of the Löwdin charge analysis, in e, for atoms 1 through 5:
1. Ru 1.037
2. N -0.103
3. C -0.221
4. C -0.103
5. C -0.663

---

Below is a 9-piece molecular cluster, C39H55N9O13 overall at a distorted geometry, with properties calculated with ωB97M-V with the def2-TZVPD basis set.

CARTESIAN COORDINATES (ANGSTROEM)
C1 4.99 -5.78 6.52
C2 3.87 -5.99 5.42
C3 3.34 -4.73 4.57
C4 3.92 -3.35 4.93
C5 4.96 -3.16 6.02
C6 5.42 -4.46 6.80
N1 3.63 -2.20 4.04
O1 2.85 -2.40 3.02
O2 4.49 -1.25 4.10
H1 5.31 -6.46 7.11
H2 3.64 -6.92 4.98
H3 2.83 -4.80 3.81
H4 5.39 -2.36 6.29
H5 6.23 -4.28 7.58
C7 0.73 2.54 -2.69
C8 2.08 2.07 -2.48
C9 3.30 2.84 -3.06
C10 3.00 4.12 -3.77
C11 1.54 4.56 -4.00
C12 0.41 3.73 -3.34
N2 4.23 4.82 -4.35
O3 3.97 5.81 -5.22
O4 5.33 4.66 -3.87
H6 -0.24 1.99 -2.33
H7 2.32 1.19 -1.79
H8 4.18 2.34 -2.93
H9 1.32 5.32 -4.81
H10 -0.68 4.01 -3.56
C13 -1.13 7.07 3.49
C14 -2.14 6.09 4.05
C15 -2.59 4.90 3.14
C16 -1.94 4.66 1.76
C17 -0.95 5.83 1.26
C18 -0.52 6.94 2.22
N3 -2.15 3.48 0.94
O5 -1.27 3.26 -0.02
O6 -3.02 2.73 1.34
H11 -0.85 7.86 4.06
H12 -2.58 6.24 4.98
H13 -3.31 4.25 3.54
H14 -0.61 5.68 0.31
H15 0.26 7.57 1.98
C19 2.62 0.35 -7.29
C20 1.84 -0.83 -6.68
C21 0.41 -0.68 -6.23
C22 -0.34 0.62 -6.39
C23 0.30 1.68 -7.26
C24 1.77 1.47 -7.61
N4 -1.61 0.82 -5.68
O7 -2.20 1.88 -5.83
O8 -2.05 -0.09 -4.95
H16 3.66 0.44 -7.48
H17 2.52 -1.71 -6.36
H18 -0.14 -1.56 -5.85
H19 -0.28 2.51 -7.61
H20 2.28 2.30 -8.23
C25 5.86 0.70 -0.89
O9 6.33 0.86 -2.05
N5 5.24 -0.35 -0.60
C26 4.72 -0.74 0.76
C27 4.92 -1.37 -1.61
H21 6.19 1.46 -0.19
H22 5.33 -0.99 1.55
H23 3.70 -1.27 1.04
H24 4.38 0.06 0.92
H25 4.08 -2.15 -1.12
H26 6.00 -1.68 -1.82
H27 4.58 -0.99 -2.51
C28 -5.39 1.89 -0.92
O10 -6.16 1.30 -0.16
N6 -4.58 1.26 -1.77
C29 -3.64 1.95 -2.60
C30 -4.82 -0.15 -2.12
H28 -5.19 2.91 -0.91
H29 -3.13 2.79 -2.03
H30 -4.03 2.48 -3.54
H31 -2.88 1.28 -3.12
H32 -3.88 -0.59 -2.79
H33 -5.86 -0.41 -2.34
H34 -4.73 -0.70 -1.16
C31 -0.21 -0.82 -1.88
O11 0.70 -1.36 -2.53
N7 -0.27 -1.00 -0.55
C32 -1.42 -0.43 0.12
C33 0.71 -1.74 0.24
H35 -0.98 -0.39 -2.30
H36 -2.43 -0.75 -0.30
H37 -1.51 0.70 0.03
H38 -1.63 -0.75 1.06
H39 1.59 -1.57 -0.31
H40 0.56 -2.69 -0.11
H41 0.60 -1.48 1.36
C34 -6.55 -2.62 0.07
O12 -6.88 -3.26 -0.93
N8 -5.28 -2.80 0.60
C35 -4.85 -1.91 1.66
C36 -4.38 -3.59 -0.10
H42 -7.18 -1.80 0.41
H43 -4.12 -2.43 2.38
H44 -5.61 -1.62 2.51
H45 -4.58 -1.03 1.12
H46 -3.25 -3.34 0.18
H47 -4.23 -3.13 -1.09
H48 -4.56 -4.71 0.05
C37 -1.06 -2.43 4.01
O13 -1.52 -1.31 3.54
N9 -1.52 -3.12 5.02
C38 -1.00 -4.42 5.38
C39 -2.72 -2.65 5.79
H49 -0.12 -2.71 3.60
H50 -1.70 -4.97 6.02
H51 -0.02 -4.51 5.71
H52 -0.95 -4.99 4.41
H53 -2.91 -3.29 6.81
H54 -3.50 -2.59 5.14
H55 -2.59 -1.66 6.26

Summary:
total charge: 0
spin multiplicity: 1
lowest unoccupied orbital energy: -2.083 eV
energy relative to the best compared isomer or geometry (same formula, charge and spin): 21.726 eV
orbital gap: 6.65 eV

Results of the Löwdin charge analysis, in e, for atoms 1 through 5:
1. C -0.034
2. C 0.070
3. C 0.096
4. C -0.076
5. C 0.100

---

Number 1: DFT total energy -67207.676 eV. Number 2: DFT total energy -107492.745 eV. Number 3: DFT total energy -81330.390 eV.